{"formula": "C4H2S4", "method": "ωB97M-V with the def2-TZVPD basis set", "max_force_ha_per_bohr": 0.018, "e_homo_ha": -0.332, "spin_multiplicity": 1, "smiles": "S=C1CC(=S)C(=S)S1", "total_energy_ev": -47520.063, "total_charge": 0, "orbital_gap_ev": 6.8, "symbols": ["C", "C", "C", "C", "H", "H", "S", "S", "S", "S"], "positions_angstrom": [[1.403, -0.327, -0.020], [0.445, 0.842, 0.053], [-0.972, 0.387, -0.006], [-1.080, -1.119, -0.034], [0.694, 1.555, -0.752], [0.644, 1.372, 0.969], [3.021, -0.237, -0.056], [-2.243, 1.371, -0.078], [-2.434, -2.003, -0.018], [0.522, -1.842, -0.058]], "mulliken_charge": [0.11, -0.47, 0.15, 0.19, 0.31, 0.31, -0.21, -0.18, -0.17, -0.04]}